1.
{"formula": "C3H2N2O3", "method": "wB97M-V/def2-TZVPD", "elements": ["O", "N", "O", "C", "C", "C", "O", "N", "H", "H"], "xyz": [[-2.5115, 0.7850, 0.2244], [-1.8648, -0.3316, -0.1060], [-2.3646, -1.4183, -0.1260], [-0.4115, -0.2703, 0.0550], [0.5643, 0.9552, 0.0024], [1.7384, 0.1997, -0.1395], [1.5613, -1.1256, 0.1127], [0.2547, -1.3040, 0.2122], [0.2962, 1.9303, -0.2028], [2.7373, 0.5795, -0.0324]], "forces_ev_per_a": [[2.625, -3.805, -2.084], [-2.152, 3.241, 4.258], [-0.138, 0.246, -1.038], [1.745, 5.520, -0.825], [0.014, -6.526, -1.300], [-1.363, 2.706, 1.989], [0.101, 1.928, -0.261], [-1.009, -4.846, -0.047], [-0.164, 1.778, -0.178], [0.340, -0.242, -0.512]], "lowdin_charge": [0.013, -0.271, 0.129, -0.205, 0.111, -0.084, 0.016, 0.097, 0.074, 0.120], "smiles": "O=[N+]([O-])c1ccon1", "charge": 0, "e_tot_ha": -450.53456, "homo_lumo_gap_ha": 0.35799, "fmax_ev_per_a": 6.7, "de_lowest_kj_mol": 705.5}

=====

2.
{"formula": "C24H38Cl2IN3O2", "method": "wB97M-V/def2-TZVPD", "elements": ["C", "C", "O", "C", "C", "O", "C", "C", "C", "C", "C", "C", "C", "N", "C", "C", "I", "C", "C", "C", "C", "N", "C", "C", "C", "C", "N", "C", "H", "H", "H", "H", "H", "H", "H", "H", "H", "H", "H", "H", "H", "H", "H", "H", "H", "H", "H", "H", "H", "H", "H", "H", "H", "H", "H", "H", "H", "H", "H", "H", "H", "H", "Cl", "C", "C", "Cl", "H", "H", "H", "H"], "xyz": [[0.6537, -4.3317, 3.0541], [1.1338, -3.1525, 2.2289], [0.5043, -1.9794, 2.7113], [0.5691, -0.8725, 1.8382], [-0.6593, -0.0024, 2.0812], [-0.3781, 1.3455, 1.7451], [-1.0792, 1.8259, 0.6159], [-0.4758, 1.3360, -0.6810], [-1.1569, 0.5618, -1.5818], [-2.6000, 0.2145, -1.3075], [-3.6388, 1.3370, -1.6126], [-3.0923, 2.7291, -1.9238], [-4.1757, 3.6236, -2.5815], [-4.3588, 4.9557, -1.9847], [-0.4974, 0.1063, -2.7726], [-1.1153, -0.7706, -3.8320], [-2.5815, 0.3031, -4.9963], [-1.6460, -2.1482, -3.4108], [-1.5098, -3.1636, -4.5457], [0.7918, 0.4730, -3.0038], [1.4980, 1.2874, -2.1086], [2.7821, 1.6410, -2.4046], [3.3638, 2.4266, -1.5508], [2.7208, 2.9103, -0.3702], [3.4443, 3.8599, 0.5428], [3.2444, 5.3195, 0.0976], [1.5007, 2.5645, -0.0715], [0.8609, 1.7328, -0.9422], [-0.3865, -4.5424, 2.8136], [0.7397, -4.0837, 4.1103], [1.2764, -5.1983, 2.8382], [2.2223, -3.0504, 2.3023], [0.8637, -3.3037, 1.1777], [1.4682, -0.2724, 2.0103], [0.5787, -1.2167, 0.7978], [-0.9299, -0.0684, 3.1354], [-1.4825, -0.3801, 1.4699], [-1.0182, 2.9136, 0.6479], [-2.1347, 1.5608, 0.6969], [-2.9012, -0.6780, -1.8403], [-2.6762, -0.0452, -0.2519], [-4.2892, 0.9975, -2.4161], [-4.2774, 1.4296, -0.7296], [-2.2451, 2.6724, -2.6042], [-2.8178, 3.2176, -0.9882], [-5.1373, 3.1118, -2.5885], [-3.8979, 3.7887, -3.6233], [-4.7630, 4.8383, -1.0607], [-3.4403, 5.3543, -1.8185], [-0.3264, -0.9532, -4.5579], [-1.1111, -2.4710, -2.5165], [-2.7069, -2.0862, -3.1741], [-2.0646, -4.0676, -4.3008], [-1.9526, -2.7447, -5.4498], [-0.4675, -3.4180, -4.7302], [1.3100, 0.1527, -3.8990], [4.3829, 2.7388, -1.7576], [3.0214, 3.7343, 1.5376], [4.5049, 3.6110, 0.5518], [3.3606, 5.9945, 0.9432], [2.2542, 5.4524, -0.3343], [3.9778, 5.6086, -0.6552], [1.2742, -5.1627, 6.5309], [2.9579, -5.5207, 6.9950], [3.9486, -5.1012, 5.9410], [3.8423, -6.1065, 4.4724], [3.0264, -6.5855, 7.2008], [3.1541, -4.9708, 7.9138], [4.9589, -5.2169, 6.3294], [3.7999, -4.0653, 5.6474]], "forces_ev_per_a": [[0.166, 0.426, -0.180], [-0.104, -0.069, 0.158], [-0.234, -0.064, -0.090], [-0.046, -0.042, 0.029], [0.305, -0.055, -0.263], [-0.173, 0.030, 0.197], [0.038, 0.114, 0.019], [0.010, 0.143, 0.279], [-0.240, -0.432, -0.302], [-0.181, 0.137, 0.096], [0.139, -0.172, 0.348], [-0.825, 0.054, -0.224], [0.319, 0.220, -0.078], [0.058, -0.379, 0.190], [-0.378, 0.083, 0.036], [0.267, -0.302, 0.256], [-0.039, 0.025, -0.055], [-0.322, 0.099, -0.384], [-0.138, 0.174, 0.275], [0.277, -0.067, -0.203], [0.178, 0.131, 0.101], [-0.065, 0.011, 0.012], [-0.027, 0.110, 0.111], [0.197, -0.084, 0.006], [-0.333, 0.158, -0.170], [0.217, -0.121, -0.050], [-0.042, 0.033, -0.146], [0.224, 0.086, -0.023], [-0.048, -0.111, 0.092], [-0.015, -0.115, -0.038], [-0.091, -0.115, 0.066], [0.062, 0.024, -0.080], [0.124, 0.040, -0.090], [0.061, 0.000, 0.039], [0.090, 0.043, -0.070], [-0.025, 0.058, 0.038], [-0.143, -0.043, 0.193], [0.112, 0.006, 0.080], [0.003, 0.047, -0.030], [0.086, -0.051, -0.115], [-0.059, -0.086, -0.084], [0.059, 0.064, -0.162], [-0.137, -0.002, -0.054], [0.234, 0.020, 0.188], [0.406, -0.013, -0.054], [-0.094, 0.046, 0.049], [-0.106, -0.098, -0.088], [-0.050, 0.092, -0.002], [-0.033, 0.156, -0.092], [-0.067, 0.089, -0.112], [0.034, -0.034, 0.042], [0.026, 0.005, 0.236], [0.102, -0.117, -0.027], [0.077, -0.058, -0.111], [0.032, -0.025, -0.088], [0.038, 0.005, -0.010], [0.037, -0.055, -0.030], [0.105, -0.106, 0.056], [0.052, 0.004, 0.171], [-0.028, 0.058, -0.003], [-0.087, 0.081, 0.107], [-0.027, -0.015, -0.077], [0.044, -0.069, 0.084], [-0.011, 0.001, 0.113], [0.064, 0.044, 0.011], [-0.021, 0.009, -0.019], [-0.024, -0.014, -0.040], [0.013, 0.020, -0.011], [-0.002, -0.018, 0.009], [-0.041, -0.012, -0.034]], "lowdin_charge": [-0.086, -0.280, -0.148, -0.190, -0.161, -0.122, -0.164, -0.090, -0.130, -0.132, -0.207, -0.206, -0.280, -0.018, -0.232, -0.662, 0.917, -0.319, -0.113, 0.030, -0.200, 0.140, -0.068, -0.267, -0.191, -0.090, 0.210, -0.137, 0.077, 0.019, 0.058, 0.119, 0.113, 0.132, 0.117, 0.131, 0.114, 0.128, 0.112, 0.079, 0.092, 0.068, 0.113, 0.092, 0.097, 0.104, 0.101, 0.060, 0.059, 0.062, 0.120, 0.078, 0.074, 0.052, 0.077, 0.126, 0.117, 0.110, 0.106, 0.068, 0.074, 0.070, 0.570, -0.657, -0.658, 0.545, 0.067, 0.072, 0.071, 0.069], "smiles": "CCOCCOCc1c(CCCCN)c([C@H](I)CC)cc2ncc(CC)nc12.ClCCCl", "charge": 0, "e_tot_ha": -2470.10670, "homo_lumo_gap_ha": 0.32094, "fmax_ev_per_a": 0.9}

=====

3.
{"formula": "C33H51BBrN15O2S", "method": "wB97M-V/def2-TZVPD", "elements": ["C", "C", "B", "O", "C", "C", "O", "N", "C", "C", "C", "N", "N", "C", "S", "C", "Br", "H", "H", "H", "H", "H", "H", "H", "H", "H", "H", "H", "H", "H", "H", "H", "C", "C", "N", "H", "H", "H", "C", "C", "N", "H", "H", "H", "C", "C", "N", "H", "H", "H", "C", "C", "N", "H", "H", "H", "C", "C", "N", "H", "H", "H", "C", "C", "N", "H", "H", "H", "C", "C", "N", "H", "H", "H", "C", "C", "N", "H", "H", "H", "C", "C", "N", "H", "H", "H", "C", "C", "N", "H", "H", "H", "C", "C", "N", "H", "H", "H", "C", "C", "N", "H", "H", "H"], "xyz": [[6.6156, 0.6087, 3.2619], [6.7890, -0.4606, 2.0855], [5.3222, -1.0381, 1.8007], [4.9799, -2.1873, 2.4825], [4.3592, -0.2318, 0.8028], [3.1290, -0.9527, 0.1485], [3.0241, -1.9966, -0.4523], [1.9288, -0.1583, 0.2738], [2.0671, 0.4908, 1.5920], [1.8525, -0.4594, 2.7866], [0.4702, -1.2139, 2.7514], [-0.0292, -1.3719, 4.1626], [1.1060, 1.6505, 1.4646], [1.1531, 2.3351, 2.4776], [0.7602, 3.2355, 3.7202], [3.5780, 0.9500, 1.5304], [3.9027, 2.5798, 0.4478], [7.4096, 0.5276, 4.0198], [5.6632, 0.3890, 3.7784], [6.6084, 1.6036, 2.7882], [7.4154, -1.2634, 2.5198], [7.2621, -0.0295, 1.1900], [4.2239, -2.6322, 2.0719], [4.9066, 0.1571, -0.0750], [1.8911, 0.5437, -0.4716], [1.9804, 0.0533, 3.7584], [2.6371, -1.2447, 2.7690], [-0.2944, -0.6983, 2.1634], [0.6252, -2.2390, 2.3776], [0.7825, -1.7444, 4.6641], [-0.1872, -0.4056, 4.4654], [4.0201, 1.1063, 2.5319], [-1.7473, 0.0345, -1.5197], [-1.5951, -0.8933, -0.3915], [-1.4759, -1.6164, 0.4940], [-2.2539, 0.9359, -1.1904], [-0.7651, 0.2993, -1.9125], [-2.3312, -0.4331, -2.3071], [-5.7952, -0.4944, -0.9454], [-4.9681, 0.4322, -1.7320], [-4.3208, 1.1561, -2.3489], [-5.8146, -0.1838, 0.0956], [-6.8121, -0.5019, -1.3327], [-5.3831, -1.5013, -1.0076], [-4.3268, -3.2717, 4.9294], [-2.9243, -2.8508, 4.7614], [-1.8271, -2.5058, 4.6293], [-4.9697, -2.7056, 4.2563], [-4.4224, -4.3325, 4.7037], [-4.6446, -3.0961, 5.9559], [6.0730, -2.8903, -2.3650], [7.1911, -2.9008, -1.4163], [8.0589, -2.9029, -0.6620], [6.1236, -2.0036, -2.9950], [6.1179, -3.7742, -2.9941], [5.1266, -2.8869, -1.8224], [-9.6905, 1.1545, -0.1194], [-8.6507, 0.4901, 0.6798], [-7.8370, -0.0295, 1.3040], [-9.9320, 0.5463, -0.9901], [-10.5880, 1.2890, 0.4816], [-9.3346, 2.1283, -0.4518], [-6.2528, -1.6008, -5.1795], [-7.5190, -1.8250, -4.4659], [-8.5068, -1.9977, -3.9030], [-5.4140, -1.7743, -4.5072], [-6.1795, -2.2833, -6.0246], [-6.2109, -0.5758, -5.5437], [-8.8596, -5.0721, -2.8413], [-8.7129, -6.5353, -2.8814], [-8.5975, -7.6785, -2.9128], [-8.2854, -4.6651, -2.0108], [-8.4972, -4.6377, -3.7694], [-9.9074, -4.8081, -2.7120], [0.1073, 0.2316, 7.8965], [1.4528, 0.7453, 7.5990], [2.5079, 1.1414, 7.3706], [-0.6267, 0.7318, 7.2667], [0.0696, -0.8396, 7.7039], [-0.1352, 0.4153, 8.9419], [2.4560, 5.9511, -0.5804], [3.2087, 6.8977, -1.4157], [3.7972, 7.6363, -2.0704], [2.4690, 6.2805, 0.4572], [1.4239, 5.8967, -0.9232], [2.9048, 4.9614, -0.6439], [-0.2296, 3.1278, -3.2158], [0.8505, 2.4941, -2.4462], [1.6952, 1.9984, -1.8441], [-0.4826, 2.5088, -4.0749], [-1.1118, 3.2437, -2.5876], [0.0916, 4.1079, -3.5650], [4.9243, 9.9415, -4.6694], [4.7045, 9.8880, -6.1224], [4.5320, 9.8462, -7.2582], [4.1506, 10.5464, -4.2004], [4.8901, 8.9369, -4.2509], [5.8974, 10.3821, -4.4585], [3.2653, -6.3438, -3.0168], [4.0395, -5.4334, -3.8722], [4.6452, -4.7186, -4.5383], [3.2821, -5.9867, -1.9881], [2.2339, -6.3868, -3.3621], [3.6965, -7.3426, -3.0552]], "forces_ev_per_a": [[-0.056, -0.506, -0.943], [-0.574, -0.165, 1.246], [1.333, -0.189, -0.028], [-0.219, 0.432, -0.933], [-2.154, -0.355, -0.166], [-1.227, -0.053, -0.790], [1.477, 0.131, 0.343], [0.592, -0.888, 1.351], [0.937, 0.743, -2.525], [-0.487, -0.417, -0.863], [0.618, 0.085, 1.608], [3.202, 2.303, -2.174], [1.709, -0.388, 2.322], [-2.402, 0.867, -0.019], [0.847, -0.438, -0.569], [1.225, -0.455, 0.449], [-0.041, -0.283, 0.758], [-0.203, 0.173, -0.445], [0.390, 0.468, -0.002], [-0.169, -0.190, 0.641], [-0.221, 0.243, -0.644], [-0.051, -0.133, 0.444], [-0.043, 0.077, 0.296], [-0.006, -0.140, 0.550], [-0.077, -0.063, 0.184], [-0.109, 0.105, -0.590], [-0.192, 0.583, -0.069], [0.423, -0.174, 0.143], [-0.228, 0.549, -0.262], [-0.416, 0.207, 0.340], [0.137, -0.351, 0.406], [-0.386, 0.418, -0.513], [0.460, -0.265, 0.299], [0.076, 0.077, -0.098], [-0.366, 0.024, -0.433], [0.017, -0.028, -0.008], [0.040, -0.099, 0.091], [0.007, 0.040, 0.011], [0.370, 0.157, -0.267], [-0.206, -0.025, -0.023], [-0.457, -0.118, 0.064], [-0.004, -0.012, -0.030], [0.024, 0.003, 0.003], [0.025, 0.027, -0.005], [0.333, 0.164, -0.121], [-0.064, 0.187, -0.079], [-3.380, -2.496, 1.202], [0.010, -0.019, 0.020], [0.004, 0.019, 0.006], [0.007, -0.008, -0.020], [0.216, -0.019, 0.263], [-0.073, 0.114, 0.045], [-0.162, -0.001, -0.131], [0.018, -0.029, -0.001], [0.020, 0.069, -0.036], [0.013, 0.028, 0.002], [0.219, -0.151, 0.148], [-0.142, 0.059, 0.033], [-0.312, 0.161, -0.101], [0.013, -0.003, 0.022], [0.027, -0.011, 0.001], [0.006, -0.020, 0.020], [-0.278, -0.051, 0.131], [0.109, 0.060, -0.044], [0.276, 0.084, -0.093], [-0.022, 0.011, -0.005], [-0.017, 0.006, 0.023], [-0.009, -0.014, 0.026], [0.042, -0.428, -0.005], [-0.021, 0.100, 0.037], [-0.018, 0.267, -0.001], [-0.012, -0.002, -0.020], [-0.039, 0.007, 0.026], [0.026, 0.016, -0.022], [0.291, 0.104, -0.076], [-0.058, -0.047, 0.014], [-0.294, -0.100, 0.019], [0.020, -0.019, -0.002], [-0.003, 0.027, -0.026], [0.022, 0.007, -0.020], [0.176, 0.216, -0.193], [-0.063, -0.066, 0.066], [-0.129, -0.147, 0.100], [0.014, -0.017, -0.018], [0.018, 0.012, 0.006], [-0.039, 0.025, 0.000], [0.229, -0.107, 0.188], [-0.041, 0.105, -0.068], [-0.459, 0.086, -0.434], [0.015, 0.004, 0.020], [0.016, -0.025, -0.004], [0.014, -0.027, 0.000], [-0.019, -0.067, -0.334], [0.025, 0.029, 0.105], [0.032, 0.005, 0.264], [0.003, -0.034, -0.005], [-0.044, 0.042, 0.040], [-0.017, -0.001, -0.029], [0.169, 0.187, -0.163], [-0.097, -0.080, 0.016], [-0.217, -0.255, 0.099], [0.000, 0.018, -0.028], [0.023, 0.018, 0.001], [0.005, 0.027, -0.012]], "lowdin_charge": [-0.091, -0.131, -0.473, 0.149, -0.128, -0.390, 0.099, 0.101, -0.484, -0.093, -0.234, -0.086, 0.115, -0.795, 0.729, -0.512, 0.755, 0.072, 0.063, 0.072, 0.099, 0.096, 0.100, 0.121, 0.046, 0.115, 0.112, 0.062, 0.107, 0.071, 0.062, 0.087, -0.088, -0.243, 0.152, 0.053, 0.059, 0.063, -0.068, -0.260, 0.128, 0.051, 0.061, 0.087, -0.074, -0.221, 0.125, 0.076, 0.077, 0.075, -0.076, -0.273, 0.127, 0.086, 0.035, 0.061, -0.057, -0.262, 0.136, 0.082, 0.083, 0.084, -0.057, -0.265, 0.134, 0.076, 0.084, 0.085, -0.093, -0.282, 0.118, 0.076, 0.048, 0.080, -0.072, -0.285, 0.124, 0.077, 0.079, 0.078, -0.070, -0.261, 0.133, 0.086, 0.078, 0.005, -0.050, -0.232, 0.141, 0.087, 0.082, 0.083, -0.080, -0.285, 0.112, 0.078, 0.050, 0.079, -0.058, -0.261, 0.135, 0.082, 0.082, 0.082], "charge": 0, "e_tot_ha": -5256.76588, "homo_lumo_gap_ha": 0.27334, "fmax_ev_per_a": 4.5}

=====

4.
{"formula": "C2H8N2O", "method": "wB97M-V/def2-TZVPD", "elements": ["H", "N", "C", "N", "C", "H", "H", "H", "H", "H", "O", "H", "H"], "xyz": [[1.3423, -2.6105, 0.4155], [0.5466, -2.1048, -0.0623], [1.0563, -0.9033, -0.2601], [0.5393, 0.1717, 0.3787], [1.1125, 1.3794, -0.0845], [2.0232, -0.9848, -0.7195], [-0.4583, 0.1691, 0.4797], [1.6599, 1.2644, -0.9801], [0.3148, 2.1010, -0.2915], [1.7499, 1.8556, 0.7491], [-3.0071, 0.1927, 0.1691], [-3.7025, 0.1665, -0.4161], [-3.1769, -0.6972, 0.6221]], "forces_ev_per_a": [[-0.805, -0.371, -2.003], [0.468, 1.123, 1.471], [-1.131, -4.380, 2.619], [0.684, -0.334, -2.406], [-0.110, 3.298, 2.125], [0.917, 1.669, -0.001], [-0.515, -0.347, 0.377], [0.804, -0.110, -0.787], [0.194, 0.074, -0.032], [-0.665, -0.622, -1.386], [1.784, -2.276, 3.122], [-2.466, 0.458, -2.499], [0.841, 1.816, -0.599]], "lowdin_charge": [0.045, -0.028, -0.339, -0.030, -0.130, 0.108, 0.107, 0.058, 0.084, 0.108, -0.053, -0.023, 0.092], "smiles": "[H]/N=C/NC.O", "charge": 0, "e_tot_ha": -265.66725, "homo_lumo_gap_ha": 0.32382, "fmax_ev_per_a": 5.2, "de_lowest_kj_mol": 304.3}